14
Properties=species:S:1:pos:R:3 method="wB97M-V/def2-TZVPD" e_tot_ev=-18170.1301 smiles="O=CO.CCS" orbital_gap_ev=9.7
O 4.266 2.706 1.080
C 3.795 2.305 2.099
O 3.854 1.060 2.581
H 3.123 3.025 2.590
H 4.486 0.665 1.956
C -1.645 -0.089 -0.908
C -2.686 -1.135 -1.368
S -2.212 -2.837 -0.745
H -1.470 0.602 -1.720
H -2.009 0.280 0.054
H -0.803 -0.672 -0.524
H -2.721 -1.280 -2.443
H -3.634 -0.902 -0.888
H -2.343 -3.727 -1.765

---

86
Properties=species:S:1:pos:R:3 method="wB97M-V/def2-TZVPD" e_tot_ev=-109539.0556 spin_multiplicity=4 orbital_gap_ev="6.6 / 6.2"
Tc -0.206 0.655 -0.265
S 1.551 1.441 -1.777
P 2.009 -0.563 -1.630
C 1.117 -0.892 -0.196
P 0.111 -2.141 0.404
S -1.378 -0.933 1.183
C 0.837 -3.148 1.697
C 0.254 -4.376 2.010
C 0.773 -5.140 3.039
C 1.874 -4.682 3.757
C 2.444 -3.454 3.464
C 1.913 -2.685 2.439
C -0.532 -3.330 -0.787
C -1.758 -3.157 -1.422
C -2.175 -4.074 -2.373
C -1.377 -5.163 -2.686
C -0.155 -5.340 -2.052
C 0.269 -4.425 -1.107
C 3.777 -0.820 -1.452
C 4.626 -0.470 -2.505
C 5.991 -0.567 -2.342
C 6.520 -1.003 -1.136
C 5.687 -1.355 -0.090
C 4.312 -1.269 -0.258
C 1.545 -1.401 -3.155
C 2.029 -2.691 -3.363
C 1.680 -3.385 -4.505
C 0.856 -2.792 -5.452
C 0.383 -1.503 -5.255
C 0.723 -0.808 -4.107
H -0.598 -4.737 1.447
H 0.326 -6.094 3.277
H 2.288 -5.285 4.552
H 3.305 -3.085 4.007
H 2.325 -1.713 2.238
H -2.378 -2.309 -1.178
H -3.123 -3.930 -2.871
H -1.708 -5.880 -3.425
H 0.466 -6.190 -2.292
H 1.222 -4.568 -0.609
H 4.217 -0.114 -3.443
H 6.651 -0.285 -3.152
H 7.591 -1.053 -1.006
H 6.087 -1.655 0.862
H 3.668 -1.505 0.561
H 2.694 -3.148 -2.640
H 2.055 -4.386 -4.661
H 0.589 -3.333 -6.348
H -0.255 -1.040 -5.993
H 0.356 0.197 -3.945
O -3.134 -0.302 -2.895
C -2.318 0.269 -2.202
O -1.204 -0.239 -1.783
C -2.540 1.713 -1.791
C -3.674 2.415 -2.239
C -3.790 3.730 -1.906
C -2.741 4.375 -1.209
C -2.759 5.760 -0.916
C -1.685 6.355 -0.323
C -0.532 5.600 -0.025
C -0.494 4.256 -0.272
C -1.617 3.609 -0.833
N -1.592 2.259 -1.061
H -4.408 1.876 -2.819
H -4.657 4.304 -2.202
H -3.632 6.337 -1.187
H -1.699 7.414 -0.108
H 0.338 6.094 0.382
H 0.418 3.696 -0.129
N 0.493 1.626 1.601
C 1.798 1.234 2.132
C 2.947 1.523 1.413
C 4.161 1.017 1.864
C 4.209 0.231 3.014
C 3.065 0.030 3.750
C 1.852 0.525 3.318
S 5.736 -0.589 3.466
O 5.439 -1.972 3.086
O 6.734 0.050 2.627
O 5.850 -0.367 4.892
H -0.218 1.354 2.283
H 0.467 2.644 1.543
H 2.895 2.076 0.488
H 5.077 1.184 1.317
H 3.122 -0.551 4.659
H 0.948 0.311 3.872

---

14
Properties=species:S:1:pos:R:3 method="wB97M-V/def2-TZVPD" e_tot_ev=-8369.5611 orbital_gap_ev=9.7
C 0.380 1.019 -1.665
C -0.342 -0.116 -0.919
O 0.478 -0.828 0.057
C -0.329 -1.240 1.524
C 0.357 0.038 1.643
O -0.291 1.071 1.647
H 1.303 0.690 -2.153
H 0.611 1.854 -0.999
H -0.287 1.406 -2.455
H -1.208 0.321 -0.413
H -0.658 -0.882 -1.627
H -0.061 -2.073 2.218
H -1.398 -1.202 1.322
H 1.446 -0.058 1.821

---

62
Properties=species:S:1:pos:R:3 method="wB97M-V/def2-TZVPD" e_tot_ev=-184806.4159 spin_multiplicity=5 charge=+1 orbital_gap_ev="6.6 / 3.1"
Ir -0.401 -1.106 -1.231
O 2.174 -2.741 1.799
C 2.394 -1.820 2.679
C 3.419 -2.011 3.637
C 3.707 -1.007 4.516
C 2.974 0.196 4.467
C 1.946 0.380 3.538
C 1.638 -0.612 2.638
C 0.521 -0.599 1.619
O 0.846 -1.395 0.566
N 0.178 0.757 1.172
N -0.626 0.806 0.091
C -1.182 1.900 -0.262
C -1.982 2.056 -1.455
Br -1.816 0.706 -2.810
C -2.772 3.108 -1.723
C -3.162 4.157 -0.778
C -3.297 5.469 -1.246
C -3.662 6.488 -0.384
C -3.919 6.215 0.952
C -3.823 4.914 1.423
C -3.457 3.891 0.565
H 1.552 -2.318 1.092
H 3.957 -2.950 3.637
H 4.496 -1.138 5.242
H 3.210 0.991 5.163
H 1.402 1.313 3.547
H -0.362 -1.020 2.158
H 0.074 1.488 1.860
H -1.030 2.803 0.328
H -3.163 3.205 -2.729
H -3.092 5.679 -2.288
H -3.751 7.499 -0.757
H -4.228 7.010 1.618
H -4.053 4.692 2.457
H -3.471 2.868 0.918
Cl -4.561 -7.182 -0.697
C -3.645 -5.823 -1.197
C -3.281 -4.841 -0.277
Cl -3.768 -4.979 1.362
C -2.522 -3.760 -0.692
Cl -2.113 -2.502 0.412
C -2.065 -3.604 -2.018
O -1.298 -2.633 -2.401
C -2.499 -4.588 -2.938
Cl -2.025 -4.385 -4.571
C -3.259 -5.676 -2.533
Cl -3.726 -6.858 -3.683
O 1.281 0.136 -2.231
S 2.626 0.810 -2.253
C 3.789 -0.391 -3.009
C 4.892 -0.659 -1.992
C 4.197 -0.674 -0.636
C 3.378 0.607 -0.596
H 4.148 0.024 -3.948
H 3.188 -1.278 -3.211
H 5.630 0.146 -2.020
H 5.407 -1.595 -2.207
H 4.907 -0.722 0.193
H 3.523 -1.532 -0.567
H 3.999 1.490 -0.432
H 2.559 0.593 0.118

---

8
Properties=species:S:1:pos:R:3 method="wB97M-V/def2-TZVPD" e_tot_ev=-13479.7993 smiles=C#CPC#C orbital_gap_ev=10.1
C -2.419 0.799 0.202
C -1.482 0.059 0.060
P -0.323 -1.304 -0.094
C 1.466 -0.232 0.125
C 2.590 0.116 0.305
H -3.111 1.444 0.662
H -0.313 -1.555 -1.635
H 3.593 0.673 0.375

---

47
Properties=species:S:1:pos:R:3 method="wB97M-V/def2-TZVPD" e_tot_ev=-151523.4607 charge=-2 orbital_gap_ev=5.5
Pd 0.669 -0.578 0.923
S 2.863 -3.429 4.304
As 2.354 -1.497 3.596
S 2.800 -1.309 1.386
S 0.202 -1.140 3.142
S 3.092 0.129 4.787
C -3.034 2.943 4.895
C -3.686 2.473 3.762
C -2.948 2.052 2.670
C -1.550 2.105 2.675
C -0.910 2.560 3.820
C -1.650 2.979 4.918
P -0.704 1.436 1.178
C -1.642 2.343 -0.117
C -2.157 1.642 -1.197
C -2.882 2.305 -2.185
C -3.105 3.666 -2.090
C -2.601 4.377 -1.003
C -1.878 3.717 -0.026
C 0.895 2.350 1.128
C 1.312 3.137 0.054
C 2.596 3.659 0.015
C 3.485 3.405 1.049
C 3.089 2.616 2.117
C 1.805 2.088 2.155
H -3.603 3.266 5.759
H -4.768 2.427 3.730
H -3.466 1.683 1.792
H 0.167 2.592 3.875
H -1.127 3.325 5.801
H -1.976 0.581 -1.278
H -3.263 1.747 -3.032
H -3.669 4.181 -2.859
H -2.772 5.444 -0.923
H -1.484 4.268 0.820
H 0.646 3.320 -0.779
H 2.904 4.248 -0.840
H 4.496 3.795 1.006
H 3.766 2.338 2.915
H 1.572 1.421 2.977
F 0.846 -2.481 -1.187
C 0.407 -1.167 -1.060
F -0.953 -1.234 -1.356
C 1.047 -0.465 -2.266
F 1.146 -1.226 -3.384
F 2.282 -0.035 -1.995
F 0.315 0.622 -2.628

---

28
Properties=species:S:1:pos:R:3 method="wB97M-V/def2-TZVPD" e_tot_ev=-46120.3897 charge=+4 orbital_gap_ev=4.7
Na 16.643 7.927 7.336
Na 14.677 7.560 4.346
Na 14.637 9.108 1.305
Na 17.896 10.332 0.881
Na 17.472 5.774 4.877
Na 17.490 7.084 1.320
C 17.303 9.113 3.902
O 16.955 8.284 4.870
O 18.196 9.927 4.056
O 16.744 8.979 2.695
O 19.768 8.295 6.319
H 19.242 7.703 6.863
H 19.170 8.752 5.715
O 19.716 11.339 6.045
H 20.230 11.980 5.544
H 19.253 10.784 5.419
O 20.148 7.717 3.109
H 19.563 8.471 3.262
H 19.640 6.933 2.899
O 20.248 10.840 2.028
H 19.779 10.722 2.860
H 21.124 11.193 2.229
O 14.238 11.075 3.323
H 13.619 10.359 3.509
H 15.142 10.739 3.394
O 17.039 12.337 2.653
H 16.590 13.040 3.140
H 17.414 11.728 3.301

---

11
Properties=species:S:1:pos:R:3 method="wB97M-V/def2-TZVPD" e_tot_ev=-5270.3194 charge=-1 orbital_gap_ev=6.4
O 1.852 0.460 1.193
H 2.408 -0.133 0.701
C -0.691 -0.285 0.761
C -1.186 0.021 -0.557
C -0.466 -0.183 -1.691
H -1.116 0.227 1.620
H 0.860 0.130 0.894
H -0.404 -1.318 0.941
H -2.227 0.357 -0.593
H -0.813 0.014 -2.702
H 0.588 -0.429 -1.655

---

17
Properties=species:S:1:pos:R:3 method="wB97M-V/def2-TZVPD" e_tot_ev=-10800.3778 orbital_gap_ev=6.0
C 1.465 -0.013 -0.055
C -0.794 -0.632 0.581
C -1.510 -0.902 -0.734
C -1.558 0.662 0.456
H 1.480 1.071 -1.680
H 2.100 2.222 1.169
H 3.164 -0.194 -0.674
H 1.122 -1.357 1.359
H -1.201 -1.316 1.444
H -0.740 -0.722 -1.322
H -2.133 -1.718 -1.108
H -2.280 1.298 1.221
H -0.790 1.537 -0.025
N 0.915 1.331 -0.426
N 2.370 -0.829 -0.486
N 0.672 -0.570 0.817
O -2.283 0.133 -0.537

---

80
Properties=species:S:1:pos:R:3 method="wB97M-V/def2-TZVPD" e_tot_ev=-84629.8792 charge=+2 orbital_gap_ev=2.5
C 0.804 -2.798 -3.220
C -0.208 -2.470 -4.285
O -0.748 -1.382 -4.417
N -0.338 -3.470 -5.443
H -0.096 -2.962 -6.282
H 0.299 -4.249 -5.363
C -1.864 -3.915 -5.482
H 1.040 -3.862 -3.217
H 0.353 -2.597 -2.248
H 1.769 -2.346 -3.449
H -1.916 -4.620 -6.311
H -2.435 -3.066 -5.859
H -2.098 -4.381 -4.525
C 4.367 0.578 3.368
C 3.924 -0.088 4.601
O 3.515 0.582 5.592
N 3.982 -1.619 4.663
H 4.075 -2.014 3.738
H 4.850 -1.919 5.084
C 2.797 -2.161 5.476
H 4.160 0.128 2.397
H 5.424 0.814 3.496
H 3.977 1.596 3.349
H 3.030 -2.045 6.535
H 2.836 -3.239 5.321
H 1.821 -1.716 5.283
C 1.034 3.844 -5.115
C 1.228 4.399 -3.655
N 2.350 5.360 -3.520
C 2.803 6.314 -4.387
C 4.007 6.949 -3.824
N 4.226 6.242 -2.605
C 3.275 5.289 -2.481
C 5.241 6.558 -1.593
H 1.199 4.639 -5.843
H -0.028 3.622 -5.226
H 1.648 2.970 -5.330
H 1.404 3.590 -2.947
H 0.284 4.876 -3.391
H 2.245 6.485 -5.296
H 4.580 7.771 -4.227
H 3.194 4.552 -1.695
H 5.151 7.567 -1.189
H 6.227 6.349 -2.008
H 5.092 5.912 -0.728
C -3.628 -4.131 5.221
C -3.750 -5.589 4.811
N -2.597 -6.110 4.163
C -1.854 -5.606 3.085
C -0.894 -6.562 2.718
N -0.995 -7.624 3.580
C -2.045 -7.348 4.451
C -0.232 -8.792 3.546
H -2.982 -3.945 6.079
H -4.652 -3.814 5.416
H -3.357 -3.543 4.343
H -4.494 -5.797 4.041
H -4.010 -6.152 5.707
H -1.868 -4.568 2.787
H -0.132 -6.434 1.963
H -2.498 -7.988 5.194
H -0.857 -9.475 2.971
H -0.033 -9.228 4.524
H 0.600 -8.602 2.867
C -6.004 6.816 -2.796
F -7.302 7.193 -2.980
F -5.984 5.690 -2.011
F -5.371 6.621 -3.927
S -5.056 8.281 -1.811
O -5.576 8.283 -0.444
O -3.634 7.958 -1.919
O -5.402 9.526 -2.525
C -2.563 1.475 0.468
F -3.684 1.622 1.240
F -2.705 0.460 -0.320
F -2.399 2.561 -0.260
S -0.882 1.230 1.387
O -0.834 2.320 2.333
O -0.963 -0.067 2.025
O 0.165 1.269 0.334

---

14
Properties=species:S:1:pos:R:3 method="wB97M-V/def2-TZVPD" e_tot_ev=-8731.4281 smiles=Nc1c[nH]c(N)c1 orbital_gap_ev=8.2
N -1.107 0.519 -2.134
C -0.275 0.360 -1.012
C 0.982 -0.190 -0.978
N 1.292 -0.413 0.356
C 0.250 -0.030 1.136
N 0.235 -0.491 2.470
C -0.718 0.526 0.336
H -0.604 0.491 -3.010
H -1.700 1.336 -2.091
H 1.629 -0.549 -1.765
H 2.148 -0.789 0.725
H -0.621 -0.187 2.918
H 0.161 -1.504 2.391
H -1.672 0.921 0.659

---

96
Properties=species:S:1:pos:R:3 method="wB97M-V/def2-TZVPD" e_tot_ev=-74391.3238 smiles="CCCCCc1c2c(c(CCC)c(CN)c1[C@H](Cl)[C@H](C)Cl)C(=O)C(CCCCn1cccc1)=C(CC)C2=O.CCOC(C)=O" orbital_gap_ev=7.2
C 6.901 1.636 0.748
C 6.750 1.006 -0.627
C 5.303 0.966 -1.095
C 5.132 0.449 -2.533
C 4.366 -0.869 -2.730
C 3.142 -1.046 -1.859
C 2.035 -0.190 -1.980
C 0.921 -0.317 -1.152
C 0.826 -1.334 -0.212
C -0.385 -1.383 0.684
C -0.464 -0.181 1.651
C -1.895 0.115 2.083
C 1.885 -2.261 -0.131
C 1.730 -3.450 0.795
N 2.079 -3.118 2.179
C 3.060 -2.077 -0.906
C 4.189 -3.068 -0.690
Cl 5.739 -2.303 -0.216
C 4.437 -4.050 -1.852
C 3.230 -4.312 -2.728
Cl 4.955 -5.620 -1.123
C -0.202 0.648 -1.344
O -1.352 0.330 -1.148
C 0.159 2.026 -1.757
C -0.712 3.159 -1.317
C -2.151 3.132 -1.833
C -3.081 3.986 -0.971
C -3.603 3.271 0.259
N -4.665 2.306 -0.028
C -5.038 1.330 0.852
C -6.080 0.618 0.300
C -6.335 1.179 -0.971
C -5.441 2.214 -1.152
C 1.220 2.148 -2.571
C 1.682 3.416 -3.228
C 0.900 3.714 -4.512
C 1.967 0.919 -2.976
O 2.476 0.875 -4.073
H 7.911 1.512 1.135
H 6.224 1.184 1.473
H 6.695 2.705 0.720
H 7.320 1.596 -1.348
H 7.187 0.007 -0.627
H 4.692 0.401 -0.391
H 4.945 1.998 -1.055
H 6.124 0.298 -2.963
H 4.670 1.217 -3.144
H 4.042 -0.896 -3.768
H 5.032 -1.711 -2.602
H -0.376 -2.274 1.300
H -1.285 -1.418 0.079
H 0.132 -0.437 2.527
H -0.001 0.695 1.197
H -1.948 1.040 2.652
H -2.232 -0.673 2.751
H -2.556 0.156 1.219
H 0.702 -3.800 0.708
H 2.330 -4.292 0.465
H 2.170 -2.121 2.308
H 1.389 -3.464 2.830
H 3.970 -3.654 0.184
H 5.281 -3.718 -2.445
H 3.432 -5.154 -3.383
H 2.992 -3.439 -3.333
H 2.364 -4.566 -2.121
H -0.271 4.104 -1.622
H -0.733 3.168 -0.222
H -2.539 2.120 -1.883
H -2.184 3.526 -2.850
H -3.917 4.348 -1.562
H -2.542 4.870 -0.624
H -3.974 3.993 0.987
H -2.809 2.709 0.751
H -4.592 1.199 1.823
H -6.607 -0.210 0.739
H -7.077 0.864 -1.683
H -5.350 2.866 -2.000
H 1.596 4.253 -2.540
H 2.732 3.307 -3.487
H 0.749 2.808 -5.091
H -0.081 4.132 -4.287
H 1.427 4.435 -5.132
C -6.048 -2.964 6.553
C -6.731 -1.889 5.735
O -5.905 -0.734 5.559
C -4.993 -0.633 4.573
C -4.652 -1.848 3.739
O -4.435 0.419 4.419
H -5.160 -3.349 6.052
H -6.731 -3.796 6.725
H -5.741 -2.561 7.518
H -7.076 -2.263 4.770
H -7.607 -1.514 6.262
H -3.792 -2.343 4.189
H -4.379 -1.503 2.746
H -5.461 -2.567 3.637